# 1
Molecular formula: C4H9N2O
Method: DFT, ωB97M-V/def2-TZVPD

Geometry (Å):
C (1.48546, 0.22985, -0.03042)
C (-0.21077, 0.10459, -0.12390)
C (2.34850, -0.20882, -1.16240)
C (-2.08217, 0.13616, 1.49259)
N (-0.94120, -0.25856, -1.18577)
N (-0.77479, 0.41393, 1.05293)
O (1.82956, 0.58436, 1.05310)
H (3.09408, 0.58930, -1.27339)
H (3.05399, -1.08968, -0.98552)
H (1.97509, -0.41304, -2.20571)
H (-2.24744, 0.59564, 2.42571)
H (-2.19268, -1.03757, 1.73037)
H (-2.76791, 0.52318, 0.71319)
H (-0.58858, -0.05100, -2.10338)
H (-1.96708, -0.33655, -1.13827)
H (-0.01405, 0.21820, 1.74088)

Computed properties:
* multiplicity: 3
* energy above the lowest of the compared OMol25 structures with the same formula, charge and spin: 71.0 kJ/mol
* LUMO level (alpha / beta): -3.178 / -8.952 eV
* charge: +1
* HOMO (alpha / beta): -11.20 / -14.27 eV
* gap between HOMO and LUMO (alpha / beta): 8.03 / 5.32 eV

---

# 2
Molecular formula: C4H9N2O
Method: DFT, ωB97M-V/def2-TZVPD

Geometry (Å):
C (1.66014, 0.89569, -1.18513)
C (-1.04680, -0.23831, -0.30496)
C (0.35895, -0.69210, -0.12727)
C (-0.26986, 0.10085, 0.89654)
N (1.29847, 0.71360, -2.39745)
N (-0.94837, -0.46105, 2.14594)
O (2.10296, 1.66543, -0.41811)
H (-1.31798, 0.42859, -1.15855)
H (-1.65082, -1.14041, -0.09595)
H (0.78439, -1.67219, 0.06557)
H (-0.04781, 1.17813, 1.00554)
H (0.74014, -0.04658, -2.57745)
H (1.75290, 1.12861, -3.19724)
H (-1.22803, 0.23795, 2.86207)
H (-0.38643, -1.08653, 2.62798)
H (-1.80184, -1.01168, 1.85845)

Computed properties:
* multiplicity: 3
* energy above the lowest of the compared OMol25 structures with the same formula, charge and spin: 211.8 kJ/mol
* LUMO level (alpha / beta): -3.638 / -5.435 eV
* charge: +1
* HOMO (alpha / beta): -9.22 / -14.50 eV
* gap between HOMO and LUMO (alpha / beta): 5.58 / 9.06 eV

---

# 3
Molecular formula: C4H9N2O2
Method: DFT, ωB97M-V/def2-TZVPD

Geometry (Å):
C (-0.09719, 1.01584, -0.16289)
C (-0.30058, 0.46117, -1.35984)
C (0.16650, 3.09836, 1.12097)
N (0.01546, 2.39615, -0.05203)
H (0.13792, 0.54071, 0.77449)
H (-0.30529, 1.07360, -2.25006)
H (-0.54906, -0.57352, -1.52402)
H (0.21331, 4.17302, 1.05787)
H (0.28539, 2.57019, 2.04663)
H (0.07688, 2.88369, -0.92860)
N (-0.26245, -3.19357, -0.26731)
C (-0.15244, -2.08965, 0.57887)
O (1.14125, -1.73533, 0.77527)
O (-1.04661, -1.53540, 1.14144)
H (0.21000, -3.09058, -1.15220)
H (-1.22134, -3.48858, -0.36812)
H (1.68824, -2.50610, 0.56952)

Computed properties:
* multiplicity: 2
* energy above the lowest of the compared OMol25 structures with the same formula, charge and spin: 14.7 kJ/mol
* LUMO level (alpha / beta): 0.594 / 0.578 eV
* HOMO (alpha / beta): -5.96 / -8.59 eV
* gap between HOMO and LUMO (alpha / beta): 6.56 / 9.17 eV

---

# 4
Molecular formula: C4H9N2O2
Method: DFT, ωB97M-V/def2-TZVPD

Geometry (Å):
C (0.89317, 0.09506, 0.91852)
C (-0.53100, -0.08668, -0.75901)
C (-0.22904, -1.62610, -0.03256)
C (-0.04393, 2.20067, 0.18869)
N (0.06033, 0.79558, 0.23157)
N (0.85336, -1.23255, 0.78862)
O (0.12113, -0.08154, -1.98549)
O (-1.34513, -2.01460, 0.65426)
H (1.75541, 0.51324, 1.36863)
H (-1.66415, 0.02423, -0.84338)
H (0.00642, -2.36574, -0.83624)
H (0.14381, 2.67558, 1.14676)
H (0.70086, 2.52265, -0.48447)
H (-1.03368, 2.53136, -0.06663)
H (1.50666, -1.83671, 1.21208)
H (-0.22746, 0.70512, -2.56818)
H (-0.96676, -2.81957, 1.06682)

Computed properties:
* SMILES string: CN1C=[NH+][C@@H](O)[C@@H]1O
* energy above the lowest of the compared OMol25 structures with the same formula, charge and spin: 133.7 kJ/mol
* LUMO level: -3.870 eV
* charge: +1
* HOMO: -15.07 eV
* gap between HOMO and LUMO: 11.20 eV

---

# 5
Molecular formula: C4H9N2O2
Method: DFT, ωB97M-V/def2-TZVPD

Geometry (Å):
C (-2.90707, 1.58143, 0.07649)
C (1.41178, 1.17905, -0.01059)
C (0.06227, -0.18957, -1.53882)
C (0.49701, -0.90122, 0.80478)
N (-0.58242, -1.19584, 1.29170)
N (0.33138, 0.20524, -0.16371)
O (-3.87957, 2.14156, 0.06994)
O (-0.83434, -2.30635, 2.00989)
H (-0.07487, -2.90611, 2.02129)
H (1.86079, 1.05656, 0.98284)
H (2.17867, 0.88569, -0.68589)
H (1.10269, 2.18867, -0.23436)
H (-0.63782, -1.08695, -1.35825)
H (-0.46066, 0.53107, -2.11287)
H (1.03844, -0.23294, -2.12507)
H (1.41603, -1.53136, 0.78801)
H (-0.52231, 0.58105, 0.18462)

Computed properties:
* energy above the lowest of the compared OMol25 structures with the same formula, charge and spin: 378.2 kJ/mol
* LUMO level: -3.382 eV
* charge: +1
* HOMO: -15.37 eV
* gap between HOMO and LUMO: 11.99 eV

---

# 6
Molecular formula: C4H9N2O2
Method: DFT, ωB97M-V/def2-TZVPD

Geometry (Å):
C (0.66795, 1.48663, 0.32997)
C (0.19953, -0.84523, 0.41923)
C (-1.98592, 0.59750, 0.45020)
C (2.41921, -0.05609, -0.50458)
N (1.08541, 0.28962, 0.11819)
N (-1.16437, -0.73178, -0.04363)
O (0.85443, 2.63606, 0.48873)
O (-2.62971, 1.21734, -0.59636)
H (0.52938, -1.83962, 0.18133)
H (0.16063, -1.02267, 1.50933)
H (-2.55124, 0.10943, 1.31409)
H (3.06738, 0.77361, -0.79294)
H (3.18102, -0.68531, 0.05766)
H (2.32213, -0.65443, -1.40344)
H (-1.09025, -0.59286, -1.13802)
H (-1.58653, -1.56823, 0.36609)
H (-3.47905, 0.88603, -0.75584)

Computed properties:
* energy above the lowest of the compared OMol25 structures with the same formula, charge and spin: 539.5 kJ/mol
* LUMO level (alpha / beta): -4.568 / -4.159 eV
* charge: +1
* HOMO (alpha / beta): -11.88 / -12.56 eV
* gap between HOMO and LUMO (alpha / beta): 7.32 / 8.41 eV

---

# 7
Molecular formula: C4H9N2OS
Method: DFT, ωB97M-V/def2-TZVPD

Geometry (Å):
C (0.23387, -0.24977, -0.91431)
C (-0.76248, -0.82758, 0.04939)
C (0.07846, 1.23348, -0.99948)
C (-0.06229, -0.85699, 1.43218)
N (0.96797, 2.45201, 0.87377)
N (0.26173, 1.62622, 0.36735)
O (0.08393, 1.41404, 3.02102)
S (-0.76576, 0.69220, 2.14424)
H (1.25574, -0.56560, -0.78619)
H (-0.23165, -0.58681, -1.91688)
H (-1.56692, -0.13944, -0.03109)
H (-1.12223, -1.79624, -0.20610)
H (0.80042, 1.89195, -1.54779)
H (-0.84927, 1.57965, -1.44794)
H (-0.37489, -1.49114, 2.17185)
H (0.99003, -0.87331, 1.33612)
H (0.99975, 2.27788, 1.86804)

Computed properties:
* energy above the lowest of the compared OMol25 structures with the same formula, charge and spin: 480.0 kJ/mol
* LUMO level: -5.811 eV
* charge: +1
* HOMO: -15.11 eV
* gap between HOMO and LUMO: 9.30 eV

---

# 8
Molecular formula: C4H9N2S2
Method: DFT, ωB97M-V/def2-TZVPD

Geometry (Å):
C (1.92345, -0.27542, 1.04401)
C (0.71068, -0.44086, 1.65256)
C (0.38740, 0.71198, -0.15698)
C (-1.69131, 0.07999, 1.04900)
N (1.71174, 0.48948, -0.05461)
N (-0.23038, 0.11852, 0.86208)
S (0.15338, -1.21159, -2.40411)
S (-0.47415, 1.81616, -1.19739)
H (2.93139, -0.56916, 1.20327)
H (0.59452, -0.98859, 2.55124)
H (-1.91581, 1.06152, 1.66425)
H (-2.09590, 0.04022, 0.04966)
H (-1.92421, -0.73097, 1.75338)
H (2.49494, 0.70432, -0.77233)
H (-1.16381, -0.88561, -2.65775)
H (0.21728, -1.40428, -3.73846)
H (-1.62922, 1.48428, -0.84781)

Computed properties:
* energy above the lowest of the compared OMol25 structures with the same formula, charge and spin: 109.8 kJ/mol
* LUMO level: -3.133 eV
* charge: +1
* HOMO: -12.93 eV
* gap between HOMO and LUMO: 9.80 eV